Run w
A 2-piece molecular cluster, C6H10O overall, computed with the ωB97M-V functional and the def2-TZVPD basis.

Values from the calculation:
SMILES: C=C1CO1.C=CC
Frontier orbital gap: 10.4 eV

XYZ file:
```
17
Properties=species:S:1:pos:R:3:nbo_charge:R:1
C 0.98 -2.59 -0.33 -0.53
C 1.39 -1.37 -0.06 0.30
C 1.93 -0.08 -0.35 -0.14
O 1.56 -0.53 0.99 -0.47
H 0.64 -3.25 0.46 0.22
H 1.04 -2.95 -1.35 0.22
H 3.00 0.02 -0.53 0.19
H 1.29 0.72 -0.74 0.21
C -0.52 2.21 0.52 -0.43
C -1.42 1.52 -0.18 -0.17
C -1.84 0.11 0.10 -0.66
H -0.32 3.25 0.30 0.20
H 0.02 1.75 1.35 0.20
H -1.95 2.00 -1.00 0.19
H -1.25 -0.33 0.92 0.22
H -2.90 0.09 0.38 0.22
H -1.73 -0.52 -0.80 0.22
```



Run x
A 2-piece molecular cluster, C6H10O overall, computed with the ωB97M-V functional and the def2-TZVPD basis.

Values from the calculation:
SMILES: C/C=C\OC1C=C1.[H][H]
Frontier orbital gap: 9.7 eV

XYZ file:
```
17
Properties=species:S:1:pos:R:3:nbo_charge:R:1
C -2.08 -1.33 -0.83 -0.65
C -1.13 -0.20 -1.06 -0.27
C -0.57 0.67 -0.22 0.13
O -0.36 0.58 1.12 -0.52
C 0.95 1.10 1.43 0.05
C 2.18 0.47 0.91 -0.18
C 1.81 1.57 0.33 -0.21
H -2.93 -1.13 -1.50 0.22
H -2.46 -1.37 0.19 0.22
H -1.70 -2.32 -1.11 0.22
H -0.97 0.08 -2.10 0.20
H -0.18 1.58 -0.65 0.16
H 0.91 1.58 2.41 0.18
H 2.90 -0.33 0.96 0.23
H 1.94 2.28 -0.47 0.23
H 0.54 -1.61 0.08 0.02
H 1.16 -1.62 0.49 -0.02
```



Least stable: run x



Run w
A 2-piece molecular cluster, C6H10O overall, computed with the ωB97M-V functional and the def2-TZVPD basis.

Values from the calculation:
SMILES: C=C/C=C/C=C.O
Frontier orbital gap: 8.2 eV

XYZ file:
```
17
Properties=species:S:1:pos:R:3:nbo_charge:R:1
C -1.72 1.62 -1.90 -0.35
C -0.64 0.87 -2.05 -0.23
C 0.17 0.41 -0.89 -0.20
C -0.43 -0.10 0.20 -0.23
C 0.15 -0.02 1.55 -0.22
C -0.40 -0.01 2.78 -0.39
H -2.06 2.28 -2.69 0.20
H -2.21 1.76 -0.94 0.19
H -0.04 0.97 -2.96 0.20
H 1.18 0.14 -1.21 0.23
H -1.51 -0.24 0.15 0.20
H 1.22 0.20 1.52 0.19
H -1.32 -0.58 2.90 0.19
H -0.03 0.64 3.56 0.21
O 2.32 -2.16 0.13 -0.93
H 2.25 -1.92 1.04 0.47
H 1.39 -2.27 -0.11 0.47
```



Run x
One molecule with the formula C6H10O, computed with the ωB97M-V functional and the def2-TZVPD basis.

Values from the calculation:
SMILES: O[C@@H]1C=CCCC1
Frontier orbital gap: 10.2 eV

XYZ file:
```
17
Properties=species:S:1:pos:R:3:nbo_charge:R:1
O 2.41 -0.74 -0.20 -0.70
C 1.10 -0.24 -0.16 0.05
C 1.00 1.07 0.52 -0.20
C -0.11 1.70 0.12 -0.20
C -1.16 0.78 -0.69 -0.46
C -1.32 -0.47 0.22 -0.39
C 0.02 -1.22 0.31 -0.42
H 2.35 -1.70 -0.22 0.47
H 0.73 0.03 -1.15 0.17
H 1.78 1.39 1.22 0.23
H -0.31 2.69 0.57 0.22
H -0.95 0.34 -1.70 0.21
H -2.08 1.31 -0.86 0.22
H -1.60 -0.07 1.19 0.21
H -2.12 -1.17 -0.07 0.21
H 0.20 -1.64 1.31 0.21
H 0.06 -2.05 -0.41 0.19
```



Least stable: run w



Run w
One molecule with the formula C6H10O, computed with the ωB97M-V functional and the def2-TZVPD basis.

Values from the calculation:
SMILES: CC(C)=C/C=C/O
Frontier orbital gap: 8.8 eV

XYZ file:
```
17
Properties=species:S:1:pos:R:3:nbo_charge:R:1
C 1.58 -1.82 0.02 -0.63
C 0.88 -0.51 0.17 0.01
C 1.56 0.58 0.95 -0.65
C -0.32 -0.35 -0.40 -0.22
C -1.22 0.78 -0.22 -0.33
C -2.46 0.71 -0.69 0.16
O -3.47 1.62 -0.62 -0.68
H 1.87 -2.29 0.97 0.21
H 2.55 -1.72 -0.48 0.21
H 0.97 -2.54 -0.51 0.21
H 0.85 1.15 1.55 0.21
H 2.31 0.24 1.65 0.22
H 2.01 1.26 0.23 0.22
H -0.66 -1.17 -1.02 0.19
H -0.82 1.60 0.36 0.20
H -2.56 -0.04 -1.47 0.17
H -3.06 2.49 -0.51 0.48
```



Run x
One molecule with the formula C6H10O, computed with the ωB97M-V functional and the def2-TZVPD basis.

Values from the calculation:
SMILES: C1=CCOCCC1
Frontier orbital gap: 10.4 eV

XYZ file:
```
17
Properties=species:S:1:pos:R:3:nbo_charge:R:1
C 0.33 1.43 -0.48 -0.16
C 1.44 0.76 -0.22 -0.24
C 1.50 -0.48 0.66 -0.11
O 0.86 -1.63 0.15 -0.53
C -0.40 -1.41 -0.47 -0.07
C -1.31 -0.43 0.29 -0.44
C -1.07 1.06 -0.05 -0.45
H 0.40 2.33 -1.09 0.20
H 2.39 1.11 -0.63 0.21
H 1.08 -0.22 1.65 0.16
H 2.54 -0.77 0.81 0.20
H -0.87 -2.40 -0.48 0.19
H -0.26 -1.09 -1.51 0.17
H -1.17 -0.61 1.36 0.21
H -2.35 -0.67 0.06 0.22
H -1.75 1.36 -0.86 0.21
H -1.36 1.68 0.81 0.22
```



Least stable: run w



Run w
One molecule with the formula C6H10O, computed with the ωB97M-V functional and the def2-TZVPD basis.

Values from the calculation:
SMILES: C[C@H]1C[C@@]2(O)C[C@@H]12
Frontier orbital gap: 10.0 eV

XYZ file:
```
17
Properties=species:S:1:pos:R:3:nbo_charge:R:1
C 2.10 0.46 0.07 -0.63
C 0.92 -0.50 -0.20 -0.21
C 0.00 -0.68 1.02 -0.43
C -1.19 -0.31 0.17 0.24
O -2.43 -0.89 0.38 -0.69
C -1.11 0.98 -0.63 -0.46
C -0.47 -0.24 -1.13 -0.24
H 3.06 -0.04 0.30 0.22
H 1.90 1.10 0.95 0.21
H 2.28 1.11 -0.78 0.22
H 1.00 -1.24 -0.96 0.24
H 0.20 0.03 1.83 0.20
H -0.10 -1.69 1.45 0.22
H -2.83 -0.36 1.08 0.47
H -2.07 1.24 -1.07 0.22
H -0.45 1.81 -0.41 0.21
H -0.82 -0.78 -2.04 0.23
```



Run x
One molecule with the formula C6H10O, computed with the ωB97M-V functional and the def2-TZVPD basis.

Values from the calculation:
Frontier orbital gap: 8.7 eV

XYZ file:
```
17
Properties=species:S:1:pos:R:3:nbo_charge:R:1
C -1.85 -0.21 0.59 -0.64
C -1.03 -0.04 -0.67 0.11
O -0.85 1.34 -1.00 -0.53
C 0.55 1.30 -0.77 -0.07
C 1.72 0.23 1.23 -0.04
C 1.09 -0.98 0.70 -0.57
C 0.50 -0.26 -0.56 -0.24
H -2.83 0.27 0.44 0.23
H -1.36 0.26 1.44 0.22
H -2.02 -1.27 0.81 0.21
H -1.48 -0.59 -1.50 0.18
H 1.13 1.58 -1.66 0.18
H 0.84 1.94 0.06 0.21
H 2.64 0.37 0.62 0.09
H 0.30 -1.38 1.34 0.21
H 1.74 -1.80 0.37 0.21
H 0.91 -0.75 -1.44 0.23
```



Least stable: run x